No. 1
2 unconnected molecules or ions with the total composition C2H9NP in a non-equilibrium geometry, computed with ωB97M-V/def2-TZVPD.

As for the HOMO energy: -14.513 eV. The energy above the lowest of the compared OMol25 structures with the same formula, charge and spin comes out at 65.6 kcal/mol. The calculation puts the molar mass at 78.07 g/mol. The net charge is +1. For the LUMO energy, the calculation gives -4.36 eV. For the largest force on an atom, the calculation gives 0.1233 Eh/bohr.

Last column: Löwdin charge in e.
Element x y z (Å)
C 1.72 0.32 0.03  -0.030
C -0.66 -0.35 0.50  -0.356
N 0.34 0.39 -0.37  -0.120
P -2.45 0.29 0.15  0.834
H 2.30 1.25 0.00  0.123
H 1.78 0.16 1.15  0.113
H 2.19 -0.41 -0.50  0.074
H -0.49 -1.35 0.89  0.072
H -0.17 0.62 1.78  0.241
H 0.18 0.03 -1.28  0.156
H -0.15 1.27 -0.44  0.121
H -2.89 -0.84 -0.37  -0.154
H -3.18 0.02 1.33  -0.075

=====

No. 2
3 unconnected molecules or ions with the total composition C2H9NS in a non-equilibrium geometry, computed with ωB97M-V/def2-TZVPD.

The spin multiplicity is 2. As for the HOMO energy (alpha / beta): -14.260 / -14.254 eV. The energy above the lowest of the compared OMol25 structures with the same formula, charge and spin comes out at 58.6 kcal/mol. The calculation puts the molar mass at 79.17 g/mol. The net charge is +1. Its expectation value of S² is 0.753. For the LUMO energy (alpha / beta), the calculation gives -4.21 / -8.73 eV. For the largest force on an atom, the calculation gives 0.0570 Eh/bohr.

Last column: Löwdin charge in e.
Element x y z (Å)
N -0.65 2.68 0.20  0.016
H -0.80 2.92 1.12  -0.020
H 1.23 -0.11 -4.44  0.004
H -1.54 2.19 -0.07  0.052
H -0.44 3.64 -0.26  0.092
C 0.39 0.11 0.70  -0.372
C -0.48 -0.28 -0.43  -0.431
S 0.35 -1.66 0.29  1.210
H 1.43 -0.78 -4.40  0.006
H 1.18 0.76 0.41  0.091
H 0.01 0.22 1.74  0.115
H -0.14 0.22 -1.40  0.141
H -1.56 -0.25 -0.40  0.097

=====

No. 3
2 unconnected molecules or ions with the total composition C2H9NS2 in a non-equilibrium geometry, computed with ωB97M-V/def2-TZVPD.

As for the HOMO energy: -8.796 eV. The energy above the lowest of the compared OMol25 structures with the same formula, charge and spin comes out at 31.4 kcal/mol. The calculation puts the molar mass at 111.23 g/mol. The net charge is 0. For the LUMO energy, the calculation gives 0.36 eV. For the largest force on an atom, the calculation gives 0.0586 Eh/bohr. The SMILES is CSS.CN.

Last column: Löwdin charge in e.
Element x y z (Å)
C -1.94 0.10 1.07  -0.188
N -2.75 -0.58 2.13  -0.121
H -0.97 0.18 1.59  0.074
H -2.47 1.02 1.05  0.042
H -1.99 -0.37 0.04  0.080
H -3.71 -1.01 1.81  0.096
H -2.29 -1.44 2.38  0.021
C 2.42 -0.73 -1.44  -0.480
S 1.36 0.64 -2.14  0.314
S 2.01 2.08 -0.72  0.247
H 3.37 -0.25 -1.26  -0.012
H 2.40 -1.46 -2.30  0.038
H 2.01 -1.15 -0.49  0.039
H 2.52 2.97 -1.72  -0.150